Entry 1:
C34H51N8O14 | wB97M-V/def2-TZVPD

Positions of all 107 atoms, in Å:
C: -40.01201 15.69332 0.11495
O: -41.18835 15.30340 0.00854
O: -39.86719 16.88494 0.62269
O: -39.00409 15.05166 -0.06627
H: -40.66976 17.18397 0.84810
C: -37.78616 13.50370 3.10080
C: -36.75513 14.59631 2.53013
C: -35.83839 15.14243 3.60947
C: -35.87901 14.64223 5.07280
C: -36.78526 13.43186 5.44080
C: -37.74429 12.91466 4.36975
N: -34.90152 15.19156 5.98840
O: -35.23314 15.07215 7.25463
O: -34.13648 15.93676 5.53848
H: -38.54263 13.25065 2.53626
H: -36.78555 14.91958 1.44808
H: -35.29807 15.93778 3.51046
H: -36.82762 12.88350 6.42033
H: -38.32064 12.01293 4.57481
C: -37.76313 11.13878 -1.41598
C: -37.59555 9.65186 -1.60679
C: -36.65991 8.88191 -0.58703
C: -36.08515 9.58109 0.62820
C: -36.64032 10.99869 0.93589
C: -37.26297 11.73328 -0.13040
N: -35.17553 8.96604 1.48514
O: -34.94614 7.69667 1.39421
O: -34.68378 9.63084 2.37152
H: -38.25220 11.69689 -2.15937
H: -37.91104 9.07365 -2.47101
H: -36.46179 7.89987 -0.76411
H: -36.21908 11.33449 1.82791
H: -37.45214 12.77340 0.06960
C: -38.89347 17.31858 3.73954
C: -39.15094 18.72277 3.35502
C: -38.74978 19.84360 4.30553
C: -37.99362 19.47192 5.57286
C: -38.10778 17.96570 6.00261
C: -38.44592 16.97028 5.01922
N: -37.58347 20.45653 6.51657
O: -37.42938 21.75291 6.11632
O: -37.22123 20.22086 7.65199
H: -39.04590 16.42456 3.14225
H: -39.67707 19.03471 2.46626
H: -38.75011 20.75801 3.82628
H: -37.85062 17.89467 7.11207
H: -38.40172 15.83567 5.21715
C: -43.25208 14.08306 2.28209
O: -44.27776 13.45770 2.25330
N: -42.32446 13.90945 3.28265
C: -41.23637 14.76205 3.34680
C: -42.49837 12.79733 4.34956
H: -42.98626 14.99162 1.51268
H: -40.85925 14.64936 4.35674
H: -41.52997 15.77504 3.21428
H: -40.51620 14.61723 2.53167
H: -43.18488 12.04702 4.21725
H: -42.96335 13.26749 5.22756
H: -41.57452 12.30657 4.61896
C: -36.70606 18.17812 0.73982
O: -36.26009 19.07356 1.55083
N: -36.19427 17.96707 -0.50869
C: -36.67209 16.98459 -1.47819
C: -35.05247 18.68145 -1.08330
H: -37.40783 17.52832 0.98099
H: -36.68202 16.28727 -0.75238
H: -36.29176 16.55542 -2.23388
H: -37.68008 16.95494 -1.98917
H: -35.03886 19.57939 -0.64694
H: -35.19645 18.94167 -2.12173
H: -33.98277 18.24604 -1.02112
C: -42.09231 19.54769 -0.21708
O: -42.10393 19.26834 -1.41337
N: -42.51374 18.70921 0.69930
C: -42.36492 19.03254 2.16028
C: -43.43057 17.67598 0.30313
H: -41.50227 20.37482 0.11568
H: -43.33967 19.41901 2.53150
H: -41.60267 19.79270 2.06553
H: -41.99920 18.06428 2.46089
H: -44.44575 17.77716 1.06216
H: -42.92290 16.66892 0.39820
H: -43.79416 17.73490 -0.99855
C: -43.38900 10.55015 0.15199
O: -44.07285 9.43729 -0.00878
N: -42.17125 10.79296 -0.22446
C: -41.38758 12.04015 0.11159
C: -41.29584 9.86423 -1.09458
H: -43.67557 11.29358 0.92111
H: -42.08169 12.74196 0.13497
H: -40.43875 12.25671 -0.50100
H: -41.17328 12.08622 1.03830
H: -41.95181 8.99713 -1.30856
H: -40.58589 9.67397 -0.43142
H: -40.95227 10.43221 -1.88144
C: -38.32548 14.36358 -3.31489
O: -37.66364 13.55143 -3.92570
N: -38.86212 15.51587 -4.01729
C: -39.75991 16.57458 -3.36937
C: -38.53559 15.75419 -5.35518
H: -38.73983 14.07573 -2.24387
H: -39.46252 17.62483 -3.54394
H: -39.91853 16.48630 -2.27428
H: -40.76734 16.51075 -3.77705
H: -37.79526 16.51629 -5.53441
H: -39.39541 16.04296 -6.00488
H: -38.30262 14.78337 -5.87719

For the total energy, the calculation gives -76648.54276 eV. As for the total charge: -1. The HOMO energy is -6.77 eV. As for the energy above the lowest of the compared OMol25 structures with the same formula, charge and spin: 25.11 kcal/mol. The value obtained for the HOMO-LUMO gap is 7.06 eV. The multiplicity is 1.

Atomic partial charges in e from the Mulliken method, atoms 1 to 99: atom 1 (C): 0.341, atom 2 (O): -0.914, atom 3 (O): 0.207, atom 4 (O): -0.248, atom 5 (H): -0.487, atom 6 (C): -1.271, atom 7 (C): 0.131, atom 8 (C): -0.789, atom 9 (C): -0.003, atom 10 (C): -0.598, atom 11 (C): -0.678, atom 12 (N): 0.983, atom 13 (O): -0.584, atom 14 (O): -0.562, atom 15 (H): 1.651, atom 16 (H): 0.061, atom 17 (H): 0.821, atom 18 (H): 0.364, atom 19 (H): 0.491, atom 20 (C): -0.193, atom 21 (C): -0.896, atom 22 (C): -0.580, atom 23 (C): -0.320, atom 24 (C): -0.561, atom 25 (C): 0.051, atom 26 (N): 0.935, atom 27 (O): -0.593, atom 28 (O): -0.578, atom 29 (H): 0.625, atom 30 (H): 0.444, atom 31 (H): 0.588, atom 32 (H): 0.707, atom 33 (H): 0.358, atom 34 (C): -0.018, atom 35 (C): -0.032, atom 36 (C): -1.104, atom 37 (C): -0.196, atom 38 (C): -0.645, atom 39 (C): -0.146, atom 40 (N): 0.860, atom 41 (O): -0.566, atom 42 (O): -0.557, atom 43 (H): 0.352, atom 44 (H): 0.788, atom 45 (H): 0.529, atom 46 (H): 0.367, atom 47 (H): 0.262, atom 48 (C): 0.091, atom 49 (O): -0.615, atom 50 (N): 0.077, atom 51 (C): -0.196, atom 52 (C): -1.093, atom 53 (H): 0.230, atom 54 (H): 0.684, atom 55 (H): 0.071, atom 56 (H): -0.471, atom 57 (H): 0.394, atom 58 (H): 0.407, atom 59 (H): 0.347, atom 60 (C): 0.395, atom 61 (O): -0.718, atom 62 (N): 0.193, atom 63 (C): -1.982, atom 64 (C): -1.270, atom 65 (H): 0.208, atom 66 (H): 0.398, atom 67 (H): 0.927, atom 68 (H): 0.676, atom 69 (H): 0.520, atom 70 (H): 0.391, atom 71 (H): 0.252, atom 72 (C): 0.061, atom 73 (O): -0.614, atom 74 (N): 0.162, atom 75 (C): -0.565, atom 76 (C): -0.383, atom 77 (H): 0.416, atom 78 (H): 0.351, atom 79 (H): 0.282, atom 80 (H): 0.014, atom 81 (H): 0.221, atom 82 (H): -0.083, atom 83 (H): 0.240, atom 84 (C): 0.162, atom 85 (O): -0.702, atom 86 (N): 0.083, atom 87 (C): -1.604, atom 88 (C): -1.170, atom 89 (H): 0.319, atom 90 (H): 0.765, atom 91 (H): -0.082, atom 92 (H): 1.009, atom 93 (H): 0.358, atom 94 (H): 0.530, atom 95 (H): 0.320, atom 96 (C): 0.577, atom 97 (O): -0.632, atom 98 (N): 0.278, atom 99 (C): -0.525


Entry 2:
C34H52BClN8PrS3 | wB97M-V/def2-TZVPD

Positions of all 100 atoms, in Å:
Pr: -1.88379 -0.24350 -3.51171
C: -1.26685 -4.17597 0.08543
C: -0.41913 -2.96193 -0.17891
C: 0.95277 -3.06118 -0.28022
C: 1.73574 -1.92229 -0.59495
N: 1.21492 -0.72145 -0.66996
N: -0.14340 -0.57919 -0.51101
B: -0.53132 0.86919 -0.11573
N: -1.24538 0.93292 1.29593
N: -0.92239 0.42402 2.47195
C: -1.78473 0.67391 3.43696
C: -2.94993 1.44984 3.19674
C: -3.26915 1.93745 1.95936
C: -4.49768 2.75021 1.63774
C: -2.34033 1.60582 0.97315
S: -2.11243 1.88801 -0.74144
C: -1.42492 0.08141 4.80254
C: -1.25229 -1.44187 4.64783
C: -0.10714 0.71572 5.28728
C: -2.51666 0.35819 5.82891
N: 0.68702 1.77598 -0.23257
N: 1.36859 1.86273 0.92750
C: 2.47222 2.54421 0.93700
C: 2.93185 3.16820 -0.25257
C: 2.25323 3.06677 -1.41895
C: 2.73871 3.72019 -2.68099
C: 1.04320 2.29312 -1.42120
S: 0.10808 2.09191 -2.82769
C: 3.20399 2.64522 2.28967
C: 3.46858 1.23848 2.85119
C: 2.31602 3.42411 3.27540
C: 4.53820 3.37243 2.12414
C: -1.01011 -1.69162 -0.36504
S: -2.69128 -1.46320 -0.53420
C: 3.23737 -2.06013 -0.82938
C: 3.89483 -0.70834 -1.11214
C: 3.86708 -2.67527 0.43317
C: 3.45526 -2.99541 -2.03335
H: -0.63559 -5.03867 0.30904
H: -1.89724 -4.41992 -0.77515
H: -1.94308 -3.99232 0.92697
H: 1.43775 -4.02031 -0.13313
H: -3.62092 1.66147 4.02763
H: -5.04576 3.02085 2.54033
H: -5.17176 2.18636 0.98414
H: -4.22556 3.66695 1.10383
H: -0.46633 -1.67577 3.92580
H: -2.18433 -1.91394 4.31192
H: -0.97796 -1.88094 5.61517
H: 0.70442 0.52371 4.57784
H: 0.17132 0.29149 6.25815
H: -0.20971 1.80263 5.40797
H: -3.48558 -0.05521 5.52176
H: -2.63760 1.43032 6.02467
H: -2.24278 -0.11603 6.77481
H: 3.85844 3.73306 -0.23423
H: 3.65328 4.28768 -2.49347
H: 1.97462 4.38759 -3.08686
H: 2.92965 2.96981 -3.45342
H: 2.54293 0.66346 2.91937
H: 3.90957 1.31715 3.85258
H: 4.17361 0.68716 2.21393
H: 1.36302 2.90491 3.42627
H: 2.10500 4.43516 2.90680
H: 2.82278 3.51389 4.24415
H: 5.19248 2.86939 1.39970
H: 5.06011 3.38678 3.08409
H: 4.40542 4.41400 1.80823
H: 3.74098 -0.00874 -0.28293
H: 3.49493 -0.24086 -2.02351
H: 4.97267 -0.86073 -1.24833
H: 3.64104 -2.07266 1.32045
H: 4.95593 -2.71628 0.31580
H: 3.51540 -3.69837 0.61430
H: 3.02988 -2.56823 -2.94994
H: 3.00121 -3.98122 -1.87176
H: 4.52936 -3.14595 -2.19412
C: -0.84577 -2.27530 -5.17161
C: -0.16480 -2.31853 -3.93529
C: 0.58456 -1.13679 -3.82324
C: 0.36583 -0.36387 -4.97475
C: -0.52122 -1.06637 -5.80983
H: -1.40985 -3.08243 -5.61649
H: -0.10915 -3.16497 -3.27326
H: 1.29741 -0.91165 -3.05966
H: 0.84270 0.56321 -5.20557
H: -0.85143 -0.75312 -6.78330
N: -4.46311 0.10164 -2.95450
C: -5.36892 -1.06239 -3.06475
C: -4.80630 -2.05674 -4.04759
N: -3.45307 -2.45407 -3.59864
H: -4.71076 0.66572 -2.15909
H: -4.57660 0.69493 -3.75978
H: -6.37278 -0.77819 -3.36556
H: -5.44225 -1.53495 -2.08716
H: -4.72121 -1.60407 -5.03114
H: -5.48649 -2.89659 -4.12547
H: -3.08046 -3.15933 -4.20232
H: -3.52208 -2.86555 -2.68341
Cl: -2.74455 1.52312 -5.08631

For the total energy, the calculation gives -107797.37178 eV. As for the total charge: +1. The HOMO energy (alpha / beta) is -10.27 / -10.27 eV. As for the energy above the lowest of the compared OMol25 structures with the same formula, charge and spin: 0.00 kcal/mol. The value obtained for the HOMO-LUMO gap (alpha / beta) is 7.10 / 7.11 eV. The multiplicity is 3.

Atomic partial charges in e from the Mulliken method, atoms 1 to 99: atom 1 (Pr): 0.680, atom 2 (C): -1.788, atom 3 (C): -1.025, atom 4 (C): -0.690, atom 5 (C): -0.082, atom 6 (N): 0.167, atom 7 (N): 0.661, atom 8 (B): -1.645, atom 9 (N): 0.719, atom 10 (N): -0.555, atom 11 (C): -0.666, atom 12 (C): -0.143, atom 13 (C): -0.126, atom 14 (C): -1.286, atom 15 (C): 1.066, atom 16 (S): -0.302, atom 17 (C): 2.425, atom 18 (C): -1.624, atom 19 (C): -1.482, atom 20 (C): -2.235, atom 21 (N): 0.513, atom 22 (N): -0.427, atom 23 (C): -0.436, atom 24 (C): -0.435, atom 25 (C): 0.259, atom 26 (C): -1.762, atom 27 (C): 1.195, atom 28 (S): -0.161, atom 29 (C): 2.423, atom 30 (C): -1.424, atom 31 (C): -1.498, atom 32 (C): -2.278, atom 33 (C): 1.629, atom 34 (S): -0.351, atom 35 (C): 2.484, atom 36 (C): -1.602, atom 37 (C): -1.778, atom 38 (C): -1.556, atom 39 (H): 0.482, atom 40 (H): 0.274, atom 41 (H): 0.343, atom 42 (H): 0.398, atom 43 (H): 0.575, atom 44 (H): 0.427, atom 45 (H): 0.272, atom 46 (H): 0.333, atom 47 (H): 0.318, atom 48 (H): 0.380, atom 49 (H): 0.409, atom 50 (H): 0.208, atom 51 (H): 0.456, atom 52 (H): 0.363, atom 53 (H): 0.473, atom 54 (H): 0.419, atom 55 (H): 0.412, atom 56 (H): 0.545, atom 57 (H): 0.416, atom 58 (H): 0.372, atom 59 (H): 0.313, atom 60 (H): 0.035, atom 61 (H): 0.516, atom 62 (H): 0.361, atom 63 (H): 0.085, atom 64 (H): 0.388, atom 65 (H): 0.461, atom 66 (H): 0.460, atom 67 (H): 0.438, atom 68 (H): 0.387, atom 69 (H): 0.014, atom 70 (H): 0.309, atom 71 (H): 0.519, atom 72 (H): 0.336, atom 73 (H): 0.470, atom 74 (H): 0.328, atom 75 (H): 0.277, atom 76 (H): 0.305, atom 77 (H): 0.488, atom 78 (C): -1.186, atom 79 (C): -0.011, atom 80 (C): 0.025, atom 81 (C): -1.418, atom 82 (C): -0.656, atom 83 (H): 0.684, atom 84 (H): 0.501, atom 85 (H): 0.661, atom 86 (H): 0.665, atom 87 (H): 0.521, atom 88 (N): -0.189, atom 89 (C): -0.680, atom 90 (C): -0.712, atom 91 (N): -0.357, atom 92 (H): 0.074, atom 93 (H): 0.343, atom 94 (H): 0.441, atom 95 (H): 0.356, atom 96 (H): 0.369, atom 97 (H): 0.451, atom 98 (H): 0.307, atom 99 (H): 0.080